Record 1
Formula: C22H27N3O7S
Source: the OMol25 dataset
Level of theory: ωB97M-V/def2-TZVPD

The HOMO-LUMO gap comes out at 9.2203 eV. Its structure (SMILES) is Cc1ccc(NC(=O)COC(=O)[C@H](C)N2C(=O)[C@H]3CC=CC[C@H]3C2=O)cc1S(=O)(=O)N(C)C. The molar mass comes out at 477.54 g/mol. The calculation puts the highest occupied orbital energy at -8.66 eV. Its energy above the lowest of the compared OMol25 structures with the same formula, charge and spin is 0.0 kJ/mol.

Geometry as XYZ:
```
60
Properties=species:S:1:pos:R:3:forces:R:3
S 1.423074 -0.001158 3.093573 0.28 0.22 0.08
O -4.491724 -1.615469 -2.869270 -0.13 -0.10 -0.19
O 1.541710 -1.312544 3.666281 0.17 -0.05 0.07
O -2.199537 2.802935 -3.652631 -0.07 0.01 -0.01
O -1.381850 0.723829 -3.409038 0.19 -0.33 0.03
O 0.095934 0.553259 3.021898 0.12 0.27 -0.13
O 2.084998 0.335351 -3.802303 0.21 -0.03 -0.19
O -1.736971 1.041312 -0.455909 0.14 0.39 0.16
N 2.461592 1.029397 3.942099 -0.54 -0.75 -0.76
N 0.886765 0.739109 -1.899285 -0.35 0.17 0.28
N -3.281598 -0.007509 -1.776432 -0.10 0.42 -0.17
C 2.307561 2.391813 3.486989 -0.11 0.41 -0.18
C 3.056883 -0.135531 -1.140818 -0.07 0.04 -0.18
C -2.443040 0.090791 -0.683879 -0.29 -0.42 -0.01
C -3.592117 1.097150 -2.659040 -0.03 0.24 0.01
C -3.719084 -1.305781 -2.005181 -0.03 -0.28 0.23
C -2.952397 -2.174284 -1.032226 -0.01 -0.12 -0.07
C -0.162468 1.089310 -4.046492 0.37 0.27 -0.45
C 4.279678 -0.940365 2.365516 0.25 -0.12 0.03
C 1.774174 0.347660 -0.895044 0.40 -0.14 0.29
C -0.392742 -2.297946 0.344955 -0.05 -0.04 0.17
C 3.858155 -0.535574 -0.086681 -0.19 0.02 0.31
C 1.067372 0.667326 -3.237750 -0.65 0.07 -0.11
C -0.473526 -2.754346 -0.892148 0.01 -0.06 -0.21
C 2.137342 0.000643 1.452848 -0.22 0.12 0.35
C 2.367781 0.866527 5.376968 -0.14 -0.29 0.32
C -4.381572 2.189814 -1.944922 0.09 -0.08 -0.14
C 1.329272 0.428892 0.421854 -0.10 0.13 -0.09
C -2.322437 1.669703 -3.285148 -0.27 0.12 0.06
C -1.671237 -2.603808 -1.780064 0.00 -0.03 0.05
C -1.512105 -1.600298 1.044091 -0.12 0.15 -0.15
C 3.419149 -0.490153 1.232948 0.22 -0.10 -0.03
C -2.632707 -1.190271 0.099130 0.16 -0.19 0.39
H -0.143531 2.176645 -4.195514 0.05 -0.23 0.02
H -4.541987 3.018526 -2.628096 -0.04 0.06 0.00
H 3.240592 1.320747 5.846396 -0.01 0.00 -0.04
H -1.863205 -3.542392 -2.303916 -0.03 0.08 -0.05
H 3.713650 -1.601722 3.016984 0.17 -0.08 0.05
H -4.190698 0.668413 -3.475683 0.17 0.06 0.14
H 1.457585 1.320993 5.784166 0.03 0.02 0.04
H -5.341655 1.803796 -1.612996 -0.06 -0.06 0.00
H -1.913438 -2.275224 1.806458 -0.04 0.09 0.05
H 0.347590 0.812115 0.651368 -0.17 0.04 -0.05
H -0.115994 0.597484 -5.022512 0.05 0.05 0.22
H 2.355378 -0.201251 5.581135 0.06 0.03 0.24
H -3.517921 -3.045591 -0.704420 -0.06 0.11 -0.04
H -3.822016 2.552844 -1.086258 0.02 0.05 0.04
H -1.426746 -1.860407 -2.549126 -0.05 -0.08 -0.06
H 4.588497 -0.083803 2.962706 0.09 -0.02 0.06
H 4.850216 -0.906749 -0.296776 0.10 -0.05 0.01
H 5.163560 -1.454858 1.997503 0.05 -0.04 -0.02
H 1.320048 2.795121 3.737978 0.06 0.06 0.01
H 3.416593 -0.201572 -2.154098 0.01 0.01 -0.01
H 0.368403 -3.251977 -1.351472 0.19 -0.06 0.04
H 2.427931 2.403995 2.405149 0.04 0.23 -0.04
H -0.019786 1.037719 -1.550315 0.06 -0.09 -0.22
H -3.542708 -1.025401 0.691616 0.03 0.02 -0.11
H 0.500563 -2.443150 0.934433 0.20 -0.09 -0.03
H -1.135028 -0.724903 1.578039 -0.11 -0.05 -0.01
H 3.079781 3.010823 3.942363 0.03 -0.03 -0.03
```
Positions in Å, forces in eV/Å.

Here are the natural (NBO) charges for atoms 1 to 4, given in e:
1. S 2.295
2. O -0.561
3. O -0.947
4. O -0.576

Record 2
Formula: C5H13NS
Source: the OMol25 dataset
Level of theory: ωB97M-V/def2-TZVPD

The HOMO-LUMO gap comes out at 9.7100 eV. Its structure (SMILES) is CCCNCCS. The molar mass comes out at 119.23 g/mol. The calculation puts the highest occupied orbital energy at -8.79 eV. Its energy above the lowest of the compared OMol25 structures with the same formula, charge and spin is 67.3 kJ/mol.

Geometry as XYZ:
```
20
Properties=species:S:1:pos:R:3:forces:R:3
S -0.786868 1.503234 -2.508440 -0.19 0.26 0.05
N 0.619751 -0.617769 -0.237790 0.26 -0.27 0.27
C -0.341812 -0.435076 2.041499 0.65 0.41 -0.32
C 0.578385 0.294646 -2.534685 -0.33 -0.10 0.17
C 0.327268 -0.912980 -1.628381 -0.04 0.23 -0.06
C -0.479654 -0.085960 0.552912 -0.76 0.18 -0.42
C 0.098906 0.756490 2.903026 -0.10 0.52 -0.22
H -1.223390 -0.951569 2.416374 -0.18 0.31 0.03
H -0.714641 -1.236744 -1.768050 0.04 -0.11 0.00
H -0.599796 0.982136 0.354137 0.45 0.21 0.43
H 0.456269 -1.170574 2.089440 0.07 -0.32 0.17
H 0.980664 -1.733006 -1.929954 0.06 0.04 -0.10
H 0.790849 -0.019841 -3.548785 -0.05 0.07 -0.20
H -1.303241 1.367084 -3.736193 0.15 -0.23 -0.02
H -1.430958 -0.435495 0.149121 -0.30 -0.60 0.04
H -0.163421 1.706335 2.426248 -0.28 -0.13 0.04
H 0.942105 -1.457800 0.222153 0.05 -0.03 -0.13
H 1.183946 0.824932 2.993127 -0.01 -0.28 0.16
H -0.352263 0.769407 3.891616 0.10 -0.14 0.13
H 1.417903 0.852549 -2.147375 0.41 -0.03 0.00
```
Positions in Å, forces in eV/Å.

Here are the natural (NBO) charges for atoms 1 to 4, given in e:
1. S -0.072
2. N -0.627
3. C -0.411
4. C -0.521

Record 3
Formula: C6H11LaN5P
Source: the OMol25 dataset
Level of theory: ωB97M-V/def2-TZVPD

The HOMO-LUMO gap (alpha / beta) comes out at 4.6328 / 4.7352 eV. The molar mass comes out at 323.07 g/mol. The calculation puts the highest occupied orbital energy (alpha / beta) at -5.85 / -5.83 eV. Its energy above the lowest of the compared OMol25 structures with the same formula, charge and spin is 337.4 kJ/mol.

Geometry as XYZ:
```
24
Properties=species:S:1:pos:R:3:forces:R:3
La 0.956935 0.303644 0.637288 3.19 -2.24 -5.39
P 2.446246 2.638828 -0.492673 0.80 1.05 -0.41
N -1.809421 1.035581 3.597401 -0.27 -0.50 -0.79
N 0.065763 0.456744 2.540606 0.54 0.28 1.25
N -0.549432 0.460464 3.705284 -2.03 -0.56 0.86
N 0.270573 0.812679 4.762136 0.82 1.25 0.58
N -0.914792 0.706352 1.561488 -3.46 0.59 1.48
C -0.691742 -0.701731 -2.921916 0.79 -1.40 0.37
C 0.610229 -1.386592 -2.919146 -1.60 0.17 0.45
C -2.023865 1.015952 2.300543 1.06 0.34 0.84
C 0.351218 -2.790229 -2.851507 -0.85 0.67 0.99
C -1.705271 -1.708773 -2.846265 1.46 -0.13 0.82
C -1.061563 -2.984101 -2.685192 0.99 1.83 -1.05
H -0.223443 0.701515 5.637711 0.01 -0.36 -0.11
H 3.664172 2.313943 -1.188146 -0.55 0.13 0.30
H 1.105292 0.239117 4.693554 -0.33 -0.10 0.35
H 1.925982 3.520338 -1.495161 0.19 -0.32 0.34
H -0.829113 0.369963 -3.004314 -0.09 -0.04 -0.22
H -2.953586 1.250596 1.822362 -0.21 0.17 0.07
H 1.572080 -0.891928 -2.999705 0.03 -0.10 -0.33
H 1.106805 -3.568440 -2.845108 -0.09 0.06 0.03
H -1.551052 -3.917631 -2.521146 -0.24 -0.47 -0.14
H -2.772092 -1.527729 -2.834875 0.04 -0.02 0.04
H 3.010076 3.651439 0.346783 -0.20 -0.31 -0.33
```
Positions in Å, forces in eV/Å.

Here are the Löwdin charges for atoms 1 to 4, given in e:
1. La 1.477
2. P 0.511
3. N 0.103
4. N -0.399

Record 4
Formula: C30H58O21
Source: the OMol25 dataset
Level of theory: ωB97M-V/def2-TZVPD

The HOMO-LUMO gap comes out at 10.0517 eV. Its structure (SMILES) is COCCOCCOC.COCCOCCOC.COCCOCCOC.O=C1OCCO1.O=C1OCCO1.O=C1OCCO1.O=C1OCCO1. The molar mass comes out at 754.77 g/mol. The calculation puts the highest occupied orbital energy at -9.56 eV.

Geometry as XYZ:
```
109
Properties=species:S:1:pos:R:3:forces:R:3
O -0.589235 -1.894452 5.433792 -0.12 -0.49 -2.02
O -3.428872 -1.347390 -0.380603 -1.19 -0.19 0.35
O 1.623812 -0.180020 1.218355 0.70 2.75 -1.25
O 2.560431 1.225110 -4.676084 -0.11 0.34 -1.44
O 2.880311 -3.948947 0.311043 0.35 0.28 -1.03
O 1.453145 6.193475 2.966844 1.23 0.12 -2.18
O -0.225409 -2.340166 -2.679242 -0.54 -0.58 -0.16
O 1.590187 7.570338 1.140306 0.19 -0.69 0.30
O 2.375049 -3.789178 -1.871421 0.78 0.44 -0.36
O -1.323813 3.172358 -1.078231 0.43 0.85 -0.44
O 0.585418 1.196051 2.678995 1.14 -0.21 -1.29
O -2.064831 -2.144988 2.917758 -0.76 -0.16 -1.17
O 4.295936 -0.138911 -4.384263 -1.44 0.69 0.90
O -0.049819 5.481127 -2.297965 0.09 -0.49 0.29
O 2.601625 5.527368 1.087088 -0.29 1.26 1.21
O -0.876191 -4.522679 -0.465753 -0.23 0.44 2.23
O 2.175285 2.055055 1.267438 -1.08 -1.47 0.12
O -1.111099 7.981729 -4.621246 0.71 -0.12 -0.47
O 4.201107 -2.755961 -1.068320 -0.04 -0.37 -1.47
O -0.007884 -6.031932 2.043947 0.46 -0.25 0.74
O 3.082825 0.625445 -2.637080 -0.74 -0.25 0.74
C -2.838026 -1.171210 0.898869 0.73 0.92 -0.67
C 0.126277 -0.134677 2.973216 -1.33 -0.62 0.06
C -0.605051 -3.056821 4.569129 -0.72 0.28 0.62
C -0.588579 6.761217 -4.175344 1.08 0.07 0.51
C 0.012734 -5.575247 -0.349001 -0.28 -1.52 0.87
C 0.002379 5.275197 -0.908576 1.00 -0.50 1.12
C -1.869179 -3.276547 3.712363 -0.10 0.40 2.24
C 3.368542 0.507691 -3.924904 2.28 -1.12 -1.04
C -2.746482 -2.444723 1.678689 1.97 0.48 0.16
C 3.150823 -3.546023 -0.799003 -0.59 -0.17 2.01
C -0.685516 -3.720386 -2.750299 -0.01 0.57 -0.69
C 1.522581 1.125381 1.669798 -0.26 -0.58 0.45
C -1.572552 -4.242150 -1.589388 -0.10 -0.59 -3.12
C 0.190203 -6.964740 3.153794 -0.30 3.31 -0.21
C -0.110103 3.769604 -0.568257 -1.17 0.05 0.13
C -0.433750 -1.711292 -1.425025 0.18 0.04 -0.38
C -0.242846 6.812612 -2.676112 -0.40 0.48 -0.99
C 1.874495 6.540809 1.671745 -0.57 0.04 0.44
C -1.638131 -1.760812 6.343883 0.30 -1.14 1.13
C 2.885906 -2.921557 -2.931240 -1.40 0.55 1.14
C 3.058630 4.675314 2.152770 -1.72 -0.94 -0.25
C 2.062869 1.638893 -2.475593 1.96 2.07 -0.72
C -1.419449 1.813078 -0.753582 -1.11 0.89 1.94
C -2.397464 8.245970 -4.203306 -1.24 1.06 1.28
C 0.925476 -1.041684 2.030181 -0.04 -2.01 1.75
C 1.553834 1.843181 -3.926432 -0.96 0.94 1.05
C -4.858177 -1.524360 -0.293677 0.06 1.32 -0.18
C 1.944013 4.862919 3.211155 0.14 -0.17 1.31
C -0.361271 -6.570896 0.792635 -0.24 -0.09 -0.35
C 4.283374 -2.704494 -2.550663 1.41 -0.86 1.33
H 2.649816 2.553527 -2.110325 -1.12 -1.11 -0.36
H 2.319327 4.873845 4.284388 -0.29 -0.28 -1.42
H 3.893553 5.080596 2.650080 1.67 0.47 -0.13
H 0.711312 3.216320 -1.006220 0.45 0.07 0.16
H 1.431951 2.925100 -4.204591 0.30 -1.08 0.25
H 5.006641 -3.474611 -2.908795 -0.65 0.30 0.43
H 0.596936 1.333965 -4.100882 0.21 0.05 0.01
H -0.968749 -0.264438 2.758517 1.12 0.66 0.37
H -0.284248 -2.507714 -0.703797 0.17 0.61 0.82
H -1.356292 1.753075 0.378020 -0.12 -0.44 -0.92
H -5.355643 -1.110377 -1.195304 0.64 -0.60 0.15
H -2.189827 -5.094268 -1.995353 0.61 0.39 0.38
H 1.671054 -1.649113 2.564878 -0.05 0.27 0.18
H 0.355400 -1.835399 1.509213 -0.11 0.98 -0.28
H 2.833845 -3.466904 -3.828257 -0.62 -0.27 -1.32
H 0.199667 -7.494554 0.648699 0.26 -0.15 -0.27
H -2.248886 -3.471333 -1.344364 -1.06 0.89 0.38
H -0.140329 3.616106 0.545185 0.45 0.32 -0.76
H -1.321650 5.968053 -4.274952 -0.14 -0.35 -0.28
H -1.675629 -0.717731 6.632539 -0.18 0.17 0.03
H -2.735704 -3.477225 4.385465 0.20 0.28 -0.42
H -5.219542 -0.837244 0.493798 -0.07 -0.66 0.08
H -1.438646 -6.882333 0.757366 0.52 0.49 -0.04
H 0.304656 -0.350301 4.034929 -0.11 0.13 -0.44
H 0.215585 -4.344026 -2.802457 -0.20 -0.02 -0.12
H -0.665861 1.199893 -1.176608 1.01 -0.57 -0.54
H -1.455748 -1.283951 -1.321931 0.73 -0.18 -0.22
H 0.605184 7.530363 -2.468019 -0.77 -0.86 0.06
H -0.783700 -7.193103 3.523588 -0.70 -0.71 0.43
H 0.702507 -6.331976 3.924154 -0.32 -0.73 -0.61
H -1.891261 -0.645769 0.670200 -0.07 -0.70 0.41
H -2.714098 9.129387 -4.749181 -0.17 0.03 -0.21
H 0.965492 -5.149861 -0.148445 0.98 0.14 0.44
H -2.476270 8.562990 -3.113732 0.17 -0.58 -0.99
H 1.310719 1.380647 -1.772724 -0.33 -0.59 0.56
H 1.091603 4.197734 3.136364 0.02 -0.38 -0.13
H -2.392381 1.436520 -1.091644 0.19 0.16 0.13
H 0.118790 -6.147644 -1.253360 -0.22 -0.32 -0.70
H -0.747447 5.843538 -0.303380 0.22 -0.21 -0.81
H -1.758511 -4.159791 3.130868 0.48 -0.86 -0.67
H -3.132425 7.439532 -4.387311 0.44 0.04 0.01
H 1.026698 5.603061 -0.563726 -1.09 -0.33 -0.08
H 3.198635 3.679790 1.669451 -0.05 0.96 1.12
H 0.776832 -7.816014 2.937605 0.61 -0.96 -0.58
H -1.190648 7.139759 -2.250899 0.22 0.49 0.72
H -1.212743 -3.737413 -3.732130 0.14 -0.44 0.75
H -2.258233 -3.238792 1.127209 0.62 -0.15 -0.12
H -2.641294 -2.113049 6.008110 0.76 0.27 0.09
H 0.177748 -2.861037 3.885944 1.00 0.13 -0.71
H -0.315833 -3.960951 5.127059 -0.39 0.08 0.03
H -3.382839 -0.483890 1.540212 -0.48 0.44 -0.13
H 2.300039 -1.968271 -2.863000 0.36 -0.99 -0.53
H -3.727193 -2.770462 1.810377 -1.92 -0.67 0.85
H -5.149432 -2.565860 -0.131289 0.02 0.17 0.07
H 0.318878 6.547208 -4.767300 -0.50 0.03 0.10
H 4.624906 -1.760852 -2.869117 0.52 1.14 -0.08
H 0.344150 -0.925509 -1.365768 -0.42 -0.31 0.31
H -1.264399 -2.356924 7.207459 -1.06 0.31 0.08
```
Positions in Å, forces in eV/Å.

Here are the Löwdin charges for atoms 1 to 4, given in e:
1. O -0.215
2. O -0.213
3. O 0.055
4. O 0.083